No. 1
ORCA calculation (the ωB97M-V functional and the def2-TZVPD basis) on a gas-phase ion, C7H7N2 (charge +1).

The geometry in XYZ format:
```
16
C7H7N2 (the ωB97M-V functional and the def2-TZVPD basis)
N -0.359 -0.243 0.998
N 0.653 -1.173 -0.946
C 0.297 1.116 -0.837
C -0.064 -1.360 0.309
C -0.308 0.925 0.423
C 0.796 0.089 -1.423
C -0.494 -2.579 0.625
C 1.530 -0.951 -2.102
C -0.647 2.134 1.194
H -0.261 -3.493 0.095
H -0.534 2.996 0.507
H 0.371 2.152 -1.118
H -0.232 2.324 2.212
H 2.174 -1.444 -2.815
H -1.086 -2.543 1.522
H -1.837 2.049 1.358
```

## Properties
- energy above the lowest of the compared OMol25 structures with the same formula, charge and spin (kJ/mol) = 462.26
- charge = +1
- max |F| (Eh/bohr) = 0.0788


No. 2
ORCA calculation (the ωB97M-V functional and the def2-TZVPD basis) on a molecular structure, C7H7N2O.

The geometry in XYZ format:
```
17
C7H7N2O (the ωB97M-V functional and the def2-TZVPD basis)
O -1.844 -1.921 0.037
N -0.544 -1.835 0.029
N -0.741 0.135 1.956
C -0.983 1.354 1.731
C 0.148 -1.957 -1.098
C -0.525 1.811 0.424
C 0.116 -0.341 0.933
C 1.266 -1.047 -1.416
C 0.299 0.607 -0.039
C 1.169 0.361 -1.041
H 2.034 -1.308 -2.015
H 0.215 2.754 0.547
H 1.010 -0.893 1.308
H -1.766 1.834 2.401
H -1.217 2.140 -0.320
H -0.200 -2.794 -1.716
H 1.563 1.101 -1.721
```

## Properties
- energy above the lowest of the compared OMol25 structures with the same formula, charge and spin (kJ/mol) = 0.00
- charge = -1
- max |F| (Eh/bohr) = 0.0937